Density functional theory data (ωB97M-V with the def2-TZVPD basis set) for C48H50AsN7O3S3Sc as an isolated structure at a distorted geometry.

Each line ends with the Löwdin charge.
Atoms and positions in Å:
Sc 1.245 -0.209 1.152  0.67
S 0.744 1.753 2.551  0.58
C 1.223 3.309 1.791  -0.66
C 1.969 4.212 2.534  -0.12
C 2.242 5.458 1.956  -0.10
C 1.781 5.820 0.712  -0.09
C 1.033 4.895 -0.021  -0.11
C 0.773 3.639 0.499  -0.45
As -0.142 2.248 -0.462  1.31
C -1.979 2.612 0.038  -0.37
C -2.770 1.525 0.395  -0.13
C -4.043 1.759 0.800  -0.09
C -4.553 3.053 0.902  -0.07
C -3.738 4.143 0.615  -0.07
C -2.433 3.920 0.198  -0.10
C -0.026 2.897 -2.324  -0.37
C -1.094 3.489 -2.990  -0.12
C -1.003 3.837 -4.333  -0.09
C 0.166 3.648 -5.040  -0.09
C 1.219 3.058 -4.399  -0.09
C 1.145 2.654 -3.066  -0.09
H 2.382 3.947 3.497  0.10
H 2.837 6.175 2.536  0.11
H 2.017 6.823 0.345  0.11
H 0.701 5.157 -1.039  0.11
H -2.340 0.539 0.374  0.06
H -4.692 0.924 1.042  0.10
H -5.559 3.175 1.300  0.11
H -4.118 5.134 0.800  0.10
H -1.776 4.760 0.066  0.10
H -2.037 3.621 -2.401  0.11
H -1.854 4.285 -4.829  0.11
H 0.245 3.908 -6.099  0.11
H 2.129 2.816 -4.926  0.10
H 1.991 2.141 -2.626  0.07
C -0.303 -1.863 5.485  -0.04
N 1.051 -1.373 5.450  -0.13
C 1.648 -0.927 6.709  -0.02
C 1.558 -1.092 4.231  -0.41
N 0.982 -1.348 3.091  0.08
N 2.800 -0.493 4.283  0.15
C 3.693 -0.479 3.247  -0.48
N 5.001 -0.560 3.670  0.17
N 3.285 -0.435 2.045  0.10
H -0.540 -2.234 6.471  0.09
H -0.471 -2.684 4.789  0.09
H -1.031 -1.043 5.291  0.11
H 1.028 -1.262 7.520  0.09
H 1.769 0.196 6.766  0.12
H 2.640 -1.370 6.815  0.09
H 0.098 -1.818 3.190  0.03
H 3.146 -0.063 5.129  0.14
H 5.202 -1.169 4.426  0.10
H 5.731 -0.528 2.944  0.13
H 4.052 -0.655 1.406  0.09
C 0.808 -4.365 -6.066  -0.04
C 1.292 -3.728 -4.778  -0.25
C 2.119 -4.462 -3.940  -0.02
C 2.624 -3.899 -2.770  -0.04
C 2.149 -2.683 -2.346  -0.28
C 1.322 -1.946 -3.169  -0.06
C 0.912 -2.440 -4.395  -0.01
S 2.612 -2.103 -0.737  0.58
O 1.727 -2.560 0.319  -0.37
O 4.003 -2.408 -0.600  -0.27
N 2.277 -0.547 -0.758  -0.22
C 3.157 0.447 -1.108  -0.43
C 4.022 0.457 -2.198  -0.01
C 4.782 1.593 -2.369  -0.05
C 4.601 2.678 -1.506  -0.05
C 3.665 2.589 -0.494  -0.13
N 2.970 1.495 -0.287  0.07
H 1.507 -4.139 -6.887  0.09
H -0.201 -4.055 -6.353  0.08
H 0.805 -5.426 -5.922  0.07
H 2.473 -5.440 -4.232  0.12
H 3.351 -4.406 -2.214  0.10
H 1.002 -0.964 -2.821  0.10
H 0.283 -1.849 -5.031  0.11
H 4.159 -0.414 -2.860  0.13
H 5.498 1.685 -3.153  0.11
H 5.154 3.607 -1.602  0.11
H 3.509 3.410 0.192  0.11
O -0.684 -1.112 0.763  -0.62
S -1.211 -2.363 0.019  1.05
C -2.926 -1.989 -0.462  -0.27
C -3.044 -1.170 -1.712  -0.27
C -2.033 -0.377 -2.271  -0.05
C -2.298 0.320 -3.479  -0.05
C -3.563 0.248 -4.044  -0.07
C -4.552 -0.557 -3.485  -0.07
C -4.296 -1.270 -2.330  -0.05
C -1.580 -3.648 1.216  -0.27
C -2.703 -3.375 2.212  -0.27
C -2.727 -2.221 3.019  -0.07
C -3.754 -2.046 3.929  -0.08
C -4.780 -2.966 4.073  -0.06
C -4.803 -4.046 3.199  -0.06
C -3.759 -4.267 2.311  -0.04
H -3.439 -1.542 0.410  0.11
H -3.400 -2.948 -0.665  0.11
H -1.029 -0.316 -1.853  0.07
H -1.515 0.938 -3.906  0.09
H -3.753 0.838 -4.951  0.11
H -5.509 -0.712 -3.958  0.11
H -5.071 -1.914 -1.933  0.12
H -0.642 -3.836 1.770  0.11
H -1.784 -4.518 0.612  0.10
H -2.065 -1.386 2.903  0.10
H -3.750 -1.109 4.487  0.11
H -5.591 -2.796 4.764  0.11
H -5.617 -4.733 3.239  0.10
H -3.723 -5.177 1.701  0.12

Values from the calculation:
M   989.1 u
E_LUMO   -0.06801 Ha
Calculated total energy   -6659.193215 a.u.
Charge   +1
ΔE to the lowest compared entry with this formula, charge and spin   0.00 kJ/mol
Gap between HOMO and LUMO   7.7 eV